*A*
Below is the molecule C6H5ClN2O2, with properties calculated with wB97M-V/def2-TZVPD.

Structure (XYZ):
```
16
Properties=species:S:1:pos:R:3:mulliken_charge:R:1
C 3.0316 -0.7689 0.2662 -0.67
C 1.0965 0.4161 -0.0120 0.63
C -0.3887 0.2517 -0.0838 0.38
C -1.1257 1.5604 -0.0451 -0.21
C -2.9404 0.3482 -0.0617 0.45
C -2.2042 -0.9367 -0.3319 -0.24
H 3.4082 -0.6812 1.2850 0.27
H 3.4301 -0.0250 -0.4385 0.33
H 3.3910 -1.7595 -0.2616 0.24
H -0.3021 2.4721 -0.1234 0.30
H -2.6489 -1.8746 -0.4833 0.47
N -2.4675 1.5361 0.0933 -0.50
N -0.8302 -1.0281 -0.1983 -0.35
O 1.6408 -0.7549 0.1718 -0.27
O 1.6042 1.5342 -0.0087 -0.63
Cl -4.6947 -0.2899 0.2319 -0.22
```

Results
**LUMO**: -0.01532 Ha
**Orbital gap**: 9.2 eV
**Highest occupied orbital energy**: -9.630 eV
**Charge**: 0
**SMILES string**: COC(=O)c1cnc(Cl)cn1
**M**: 172.571 g mol⁻¹

*B*
Below is a structure of composition C6H5ClN2O2, with properties calculated with wB97M-V/def2-TZVPD.

Structure (XYZ):
```
16
Properties=species:S:1:pos:R:3:mulliken_charge:R:1
C -0.6989 1.8235 -1.4363 -0.45
C 0.3704 0.9832 -1.8762 -0.62
C -1.4086 1.5334 -0.2776 -0.53
C 0.7471 -0.0714 -1.0655 -0.28
C -1.0393 0.4864 0.4993 -0.09
C 0.0040 -0.3398 0.0781 0.51
N 0.4040 -2.5769 0.6483 0.05
N 0.4557 -1.3975 0.9212 0.42
O 0.7186 -3.6248 1.1640 -0.49
O 1.3319 -0.5949 2.2584 -0.36
Cl 1.5333 -1.5062 3.5595 0.00
H -0.7740 2.6670 -1.9937 0.45
H 0.8216 1.1406 -2.7944 0.44
H -2.0811 2.2242 0.1922 0.36
H 1.3774 -0.9162 -1.2949 0.38
H -1.7623 0.1694 1.4179 0.22
```

Results
**LUMO (spin up / spin down)**: -0.03989 / -0.03420 Ha
**Orbital gap (spin up / spin down)**: 7.8 / 8.0 eV
**Highest occupied orbital energy (spin up / spin down)**: -8.874 / -8.923 eV
**Charge**: 0
**M**: 172.571 g mol⁻¹

Of them, the most stable is *A* and the least stable is *B*.

*A*
Below is the molecule C23H26N4O4S, with properties calculated with wB97M-V/def2-TZVPD.

Structure (XYZ):
```
58
Properties=species:S:1:pos:R:3:mulliken_charge:R:1
C 5.1568 2.5127 -3.2180 -1.13
C 5.0997 1.2378 -2.3973 -0.33
H 5.1323 0.3487 -3.0369 0.28
H 5.9234 1.1815 -1.6779 0.35
O 3.8631 1.2235 -1.6762 -0.27
C 3.8322 0.6067 -0.5039 0.03
O 4.7407 -0.0246 -0.0263 -0.57
C 2.5058 0.8065 0.1622 0.88
C 1.8490 -0.2463 0.8031 1.10
C 0.6259 0.0356 1.4137 -0.41
N 0.0827 1.2469 1.4093 -0.42
C 0.7082 2.2587 0.8296 0.41
C 1.9445 2.0877 0.1759 0.62
C 2.6065 3.1973 -0.3916 -0.66
N 3.1436 4.1178 -0.8141 -0.58
S -0.0206 3.8479 0.8851 -0.17
C -1.3785 3.6163 2.0852 -0.83
H -1.5109 4.5894 2.5561 0.42
H -1.0457 2.8767 2.8119 0.36
C -2.6932 3.2025 1.4231 0.73
O -3.6457 3.9481 1.3900 -0.65
N -2.6329 1.9483 0.9232 0.25
C -3.6066 1.2441 0.2073 0.58
C -3.2477 0.0197 -0.3439 -0.65
C -4.1580 -0.7366 -1.0602 -0.67
C -5.4561 -0.2717 -1.2387 0.78
C -5.8140 0.9600 -0.6880 -0.71
C -4.9071 1.7112 0.0259 -0.36
H -5.1942 2.6621 0.4418 0.52
H -6.8226 1.3112 -0.8358 0.43
O -6.4359 -0.9283 -1.9219 -0.45
C -6.1301 -2.1683 -2.5093 -0.83
H -7.0460 -2.4973 -2.9976 0.24
H -5.3361 -2.0750 -3.2578 0.33
H -5.8360 -2.9090 -1.7581 0.33
H -3.8400 -1.6809 -1.4733 0.40
H -2.2372 -0.3450 -0.2202 0.26
H -1.7447 1.4611 1.0556 -0.19
C -0.1339 -1.0456 2.1100 -0.36
C 0.8066 -2.1849 2.4898 -1.03
N 1.4939 -2.6295 1.2932 0.10
C 2.4379 -1.6230 0.8471 -1.54
H 3.3309 -1.5853 1.5009 0.38
H 2.7869 -1.8920 -0.1524 0.53
C 2.1250 -3.9288 1.4564 -0.39
C 2.5720 -4.5237 0.1261 -1.35
H 1.7654 -4.4526 -0.5988 0.32
H 3.4467 -4.0130 -0.2670 0.31
H 2.8271 -5.5711 0.2647 0.44
H 2.9861 -3.8758 2.1464 0.33
H 1.3782 -4.5916 1.9013 0.44
H 1.5106 -1.8460 3.2707 0.31
H 0.2258 -3.0160 2.8946 0.57
H -0.8985 -1.4329 1.4310 0.12
H -0.6411 -0.6374 2.9855 0.40
H 4.3453 2.5298 -3.9402 0.29
H 5.0551 3.3774 -2.5677 0.29
H 6.1054 2.5649 -3.7439 0.41
```

Results
**LUMO**: -0.02188 Ha
**Orbital gap**: 7.3 eV
**Highest occupied orbital energy**: -7.867 eV
**Charge**: 0
**SMILES string**: CCOC(=O)c1c(C#N)c(SCC(=O)Nc2ccc(OC)cc2)nc2c1CN(CC)CC2
**M**: 454.552 g mol⁻¹

*B*
Below is a structure of composition C23H26N4O4S, with properties calculated with wB97M-V/def2-TZVPD.

Structure (XYZ):
```
58
Properties=species:S:1:pos:R:3:mulliken_charge:R:1
C -0.4966 -4.8916 0.1825 -1.13
N -0.5963 -3.4761 -0.0329 0.31
C -1.8040 -2.9020 -0.3901 0.12
C -2.2191 -1.7096 -0.5496 -0.66
C -1.2374 -0.8378 -0.4788 0.92
O -1.4945 0.4611 -0.4177 -0.94
C -0.0406 -1.3279 0.2352 1.03
C 1.0705 -0.2826 0.1965 -0.74
C 2.2829 -0.7372 0.5720 0.25
C 2.6157 -2.1714 0.7731 -1.57
C 1.5059 -2.8303 0.5762 -0.46
C 0.1783 -2.4880 0.0941 -0.06
H 1.7909 -4.2637 0.5523 -0.05
H 3.5847 -2.3615 1.1078 0.72
S 3.6917 0.3542 0.7973 1.27
O 4.5469 -0.2646 1.9741 -0.80
O 3.1952 1.5001 1.2832 -0.65
N 4.3530 0.2638 -0.5035 0.39
C 3.8987 1.2460 -1.6758 -1.29
H 4.0835 0.7800 -2.4608 1.08
C 4.0859 2.6245 -1.6226 -0.59
H 3.6078 3.2086 -2.2674 0.83
C 5.6260 3.0202 -1.3726 -2.29
H 6.1015 2.4659 -2.0733 0.41
C 6.2055 2.6329 -0.3218 -0.06
C 6.8297 1.0540 -0.0717 -0.97
H 7.7086 0.8005 -0.5984 0.39
C 5.8323 0.1611 -0.7200 -0.88
H 5.8605 -1.0000 -0.0813 0.26
H 6.0470 -0.1668 -1.6807 0.66
H 6.9376 0.8657 0.9273 0.44
H 6.9952 3.1014 0.0793 0.57
H 5.4615 2.5973 0.7008 0.17
H 5.7581 3.8546 -1.5622 1.12
H 3.6031 2.9837 -0.6532 0.19
H 2.7536 1.2115 -1.4921 0.09
H 0.9199 0.7620 0.0787 0.83
C -3.6968 -1.3635 -0.6262 0.20
O -4.5397 -2.2350 -0.9671 -0.68
N -4.0797 0.0401 -1.0239 0.18
C -5.2116 0.3059 -1.2581 -1.22
C -5.9777 1.3606 -0.1088 1.01
C -5.5951 1.0824 1.0197 -0.06
C -6.0905 1.8377 1.9610 -0.69
C -7.0188 3.0280 1.4319 -0.26
N -7.0931 3.0659 0.2235 -0.53
C -6.6412 2.2067 -0.6169 -0.64
H -6.8946 2.3445 -1.6463 0.40
H -7.3393 3.7523 2.0965 0.44
H -5.9246 1.9451 3.0294 0.37
H -4.7894 0.3879 1.2353 0.26
H -5.2685 0.9503 -2.4323 0.15
H -5.7380 -0.4470 -1.6060 0.58
H -3.1471 0.5017 -0.8779 0.21
H -2.6363 -3.7840 -0.4029 0.12
H 0.2532 -5.1406 -0.3980 0.55
H -0.2587 -5.2082 1.0431 0.54
H -1.5621 -5.3988 -0.0635 0.20
```

Results
**LUMO**: -0.00621 Ha
**Orbital gap**: 7.8 eV
**Highest occupied orbital energy**: -7.950 eV
**Charge**: 0
**M**: 454.552 g mol⁻¹

Of them, the most stable is *A* and the least stable is *B*.

*A*
Below is a cluster of 2 separate species, C7H8FNO3S in total, with properties calculated with wB97M-V/def2-TZVPD.

Structure (XYZ):
```
21
Properties=species:S:1:pos:R:3:mulliken_charge:R:1
C -3.3815 -0.0459 0.0911 -0.40
C -2.6546 -1.2210 -0.0279 -0.59
C -2.7356 1.1757 0.1995 -0.52
C -1.2687 -1.1777 -0.0418 -0.41
C -1.3504 1.2210 0.2010 -0.31
C -0.6413 0.0439 0.0791 0.25
C 4.6121 0.3919 -0.1061 0.22
N 5.4039 -0.1938 -0.8591 -0.56
O 1.3958 -0.9126 1.3161 -0.48
O 1.7144 -0.4274 -1.0784 -0.58
O 1.5591 1.4304 0.4927 -0.63
F 4.2632 -0.2176 1.0317 -0.31
S 1.1278 0.1187 0.1106 1.33
H -4.4620 -0.0815 0.0988 0.38
H -3.1667 -2.1676 -0.1081 0.38
H -3.3066 2.0880 0.2857 0.38
H -0.6712 -2.0698 -0.1368 0.37
H -0.8048 2.1455 0.2998 0.44
H 4.0885 1.3462 -0.1831 0.38
H 2.3378 -1.0546 1.4439 0.41
H 5.6281 0.2882 -1.7208 0.26
```

Results
**LUMO**: 0.01848 Ha
**Orbital gap**: 10.7 eV
**Highest occupied orbital energy**: -10.204 eV
**Charge**: 0
**SMILES string**: O=S(=O)(O)c1ccccc1.[H]/N=C/F
**M**: 205.210 g mol⁻¹

*B*
Below is a cluster of 2 separate species, C7H8FNO3S in total, with properties calculated with wB97M-V/def2-TZVPD.

Structure (XYZ):
```
21
Properties=species:S:1:pos:R:3:mulliken_charge:R:1
C 0.4428 1.6941 2.5439 -0.41
C -0.8911 1.6793 2.1065 -0.46
C 1.2838 0.6005 2.2786 -0.41
C -1.2819 0.7345 1.1327 -0.66
C 0.8428 -0.3248 1.3325 0.10
C -0.3733 -0.2459 0.7229 0.15
C 0.4073 0.0644 -2.6535 0.26
N 0.7592 -1.1417 -3.1070 -0.27
O 0.1415 -2.3592 -0.7824 -0.78
O -2.1955 -1.9828 -0.0595 -0.66
O -1.2430 -0.5016 -1.7582 -0.58
F 1.0492 0.7141 -1.6937 -0.15
S -0.9287 -1.3938 -0.5235 1.35
H 0.7581 2.4470 3.3231 0.30
H -1.4997 2.5634 2.4857 0.27
H 2.3058 0.3777 2.6388 0.32
H -2.2091 0.7530 0.8009 0.58
H 1.5616 -1.2044 1.0400 0.24
H -0.1537 0.7246 -3.4145 0.27
H 0.6206 -1.7926 -2.3795 0.30
H 0.6031 -1.4058 -4.0335 0.25
```

Results
**LUMO**: 0.01487 Ha
**Orbital gap**: 10.0 eV
**Highest occupied orbital energy**: -9.622 eV
**Charge**: 0
**M**: 205.210 g mol⁻¹

Of them, the most stable is *A* and the least stable is *B*.

*A*
Below is the molecule C4H7NO, with properties calculated with wB97M-V/def2-TZVPD.

Structure (XYZ):
```
13
Properties=species:S:1:pos:R:3:mulliken_charge:R:1
O 2.1469 0.3045 -0.6174 -0.49
C 1.1445 -0.1371 -1.1294 0.10
C 0.2370 -1.1592 -0.4901 -0.49
N -0.8963 -0.3892 0.0560 -0.30
C -0.7336 0.2073 1.3696 -0.23
C -0.6732 1.0581 0.1668 -0.51
H 0.3275 1.4384 -0.0232 0.23
H 0.7162 0.3123 -2.0523 0.38
H 0.7727 -1.7191 0.2837 0.31
H -0.1478 -1.8499 -1.2483 0.29
H 0.2161 0.0383 1.8845 0.24
H -1.6229 0.2177 1.9912 0.24
H -1.4870 1.6781 -0.1909 0.24
```

Results
**LUMO**: 0.03508 Ha
**Orbital gap**: 10.3 eV
**Highest occupied orbital energy**: -9.375 eV
**Charge**: 0
**SMILES string**: O=CCN1CC1
**M**: 85.106 g mol⁻¹

*B*
Below is a structure of composition C4H7NO, with properties calculated with wB97M-V/def2-TZVPD.

Structure (XYZ):
```
13
Properties=species:S:1:pos:R:3:mulliken_charge:R:1
N 0.0671 2.2990 0.0200 -0.49
C -0.1194 0.9286 0.1129 0.41
O -1.2102 0.3827 0.6601 -0.49
C 0.7948 0.0391 -0.3267 -0.57
C 0.2233 -1.3422 -0.5267 -0.34
C -0.6140 -1.2992 0.7077 -0.32
H 0.6581 2.5768 -0.7544 0.24
H -0.7075 2.9199 0.1826 0.25
H 1.8354 0.2631 -0.4425 0.35
H -0.3784 -1.4936 -1.4432 0.19
H 1.0537 -2.0670 -0.5487 0.26
H 0.0062 -1.4994 1.6046 0.25
H -1.6091 -1.7078 0.7542 0.27
```

Results
**LUMO**: 0.03977 Ha
**Orbital gap**: 8.4 eV
**Highest occupied orbital energy**: -7.327 eV
**Charge**: 0
**M**: 85.106 g mol⁻¹

*C*
Below is a cluster of 2 separate species, C4H7NO in total, with properties calculated with wB97M-V/def2-TZVPD.

Structure (XYZ):
```
13
Properties=species:S:1:pos:R:3:mulliken_charge:R:1
O -2.1300 -0.4876 1.3674 -0.65
C -0.5346 0.3153 -1.0320 -0.76
C -0.0007 1.3499 -0.0498 -0.14
C 1.1187 0.4517 -0.3883 0.04
N 1.0525 -0.7357 0.4568 -0.47
C 0.1829 -0.8467 -0.7003 -0.03
H -1.2881 -0.9592 1.4037 0.33
H -2.2314 -0.2888 0.4270 0.34
H -0.2690 1.2834 1.0055 0.26
H -0.0301 2.3584 -0.4541 0.25
H 1.9661 0.6384 -1.0389 0.35
H 1.8697 -1.3295 0.3151 0.26
H 0.2979 -1.6917 -1.3771 0.23
```

Results
**LUMO**: 0.02552 Ha
**Orbital gap**: 9.1 eV
**Highest occupied orbital energy**: -8.442 eV
**Charge**: 0
**M**: 85.106 g mol⁻¹

Of them, the most stable is *B* and the least stable is *C*.